Record 1
Below is 2 unconnected molecules or ions with the total composition C5H11O, with properties calculated with ωB97M-V/def2-TZVPD.

The geometry in ORCA input format:
```
! wB97M-V def2-TZVPD RIJCOSX def2/J DEFGRID3
* xyz 1 3
C -0.864 0.647 -1.474
C 0.373 0.001 -1.008
C 2.327 1.612 -0.625
C -0.632 -1.249 1.665
C -1.530 -0.588 0.579
O -0.612 0.358 -0.093
H -0.632 1.638 -1.702
H -1.473 0.110 -2.229
H 0.583 -0.958 -1.247
H 2.103 2.600 -0.556
H 2.866 1.150 -1.492
H 2.309 1.170 0.375
H -1.275 -2.039 2.265
H -0.251 -0.579 2.505
H -0.003 -1.948 1.197
H -2.052 -1.118 -0.292
H -2.331 -0.012 1.073
*
```

HOMO energy (spin up / spin down) in eV: -11.8444 / -17.0682



Record 2
Below is 2 unconnected molecules or ions with the total composition C5H11O2, with properties calculated with ωB97M-V/def2-TZVPD.

The geometry in ORCA input format:
```
! wB97M-V def2-TZVPD RIJCOSX def2/J DEFGRID3
* xyz -1 1
C -0.385 2.499 -0.245
C -0.118 3.881 0.389
C 0.978 1.932 -0.728
H -0.865 2.562 -1.233
H -0.963 1.839 0.375
H -0.244 3.860 1.482
H 0.939 4.110 0.360
H 0.870 1.220 -1.547
H -0.641 4.698 -0.111
H 1.657 1.635 0.084
H 1.590 2.718 -1.162
C 0.969 -2.315 -0.501
C -0.348 -2.337 0.264
O -0.272 -1.794 1.398
O -1.367 -2.818 -0.280
H 0.927 -2.969 -1.376
H 1.769 -2.633 0.167
H 1.195 -1.316 -0.876
*
```

HOMO energy in eV: -3.6435



Record 3
Below is a gas-phase ion, C5H11O2 (charge -1), with properties calculated with ωB97M-V/def2-TZVPD.

The geometry in ORCA input format:
```
! wB97M-V def2-TZVPD RIJCOSX def2/J DEFGRID3
* xyz -1 1
O -0.922 -2.800 1.698
C -0.487 -1.580 1.245
C -1.345 -0.802 0.283
C -0.801 0.660 0.144
C 0.710 0.926 0.272
C 1.458 0.688 -1.016
O 0.930 1.393 -2.170
H 0.540 -1.611 0.748
H -0.346 -0.719 1.979
H -2.367 -0.656 0.580
H -1.115 -1.586 -0.577
H -1.264 1.007 -0.862
H -1.349 1.125 0.970
H 1.080 0.292 1.013
H 0.916 2.011 0.468
H 1.638 -0.321 -1.450
H 2.467 1.233 -0.870
H 0.258 0.739 -2.455
*
```

SMILES: [O-]CCCCCO
HOMO energy in eV: -2.3497



Record 4
Below is 2 unconnected molecules or ions with the total composition C5H11O2, with properties calculated with ωB97M-V/def2-TZVPD.

The geometry in ORCA input format:
```
! wB97M-V def2-TZVPD RIJCOSX def2/J DEFGRID3
* xyz -1 1
C 2.005 0.453 0.176
O 3.160 0.030 0.727
C 0.952 -0.619 -0.173
C -0.149 -0.038 -1.099
C -1.070 0.906 -0.302
C -1.928 0.117 0.646
O -2.571 -1.017 0.147
H 1.508 1.233 0.809
H 2.238 0.962 -0.874
H 1.473 -1.443 -0.631
H 0.568 -0.954 0.790
H -0.799 -0.839 -1.428
H 0.336 0.430 -2.080
H -0.536 1.683 0.201
H -1.741 1.559 -0.931
H -1.369 -0.256 1.539
H -2.664 0.860 1.086
H -2.702 -0.021 -1.264
*
```

HOMO energy in eV: -2.1408



Record 5
Below is a gas-phase ion, C5H11O2 (charge -1), with properties calculated with ωB97M-V/def2-TZVPD.

The geometry in ORCA input format:
```
! wB97M-V def2-TZVPD RIJCOSX def2/J DEFGRID3
* xyz -1 1
O 0.262 -2.920 1.707
C 0.652 -1.935 0.889
C -0.197 -0.613 0.984
C 0.563 0.674 0.582
C 0.597 0.858 -0.954
C -0.228 1.940 -1.567
O -1.612 1.804 -1.370
H 0.522 -2.278 -0.180
H 1.748 -1.665 0.874
H -0.674 -0.474 1.954
H -1.039 -0.888 0.330
H 0.068 1.486 1.109
H 1.580 0.630 0.973
H 0.347 -0.089 -1.439
H 1.660 1.044 -1.153
H 0.011 2.065 -2.631
H 0.041 2.928 -1.148
H -1.854 1.021 -0.904
*
```

SMILES: [O-]CCCCCO
HOMO energy in eV: -2.1201



Record 6
Below is 2 unconnected molecules or ions with the total composition C5H11O2, with properties calculated with ωB97M-V/def2-TZVPD.

The geometry in ORCA input format:
```
! wB97M-V def2-TZVPD RIJCOSX def2/J DEFGRID3
* xyz -1 1
C 2.200 0.195 -0.315
C 2.359 -0.991 -1.265
C 2.371 -0.049 1.188
H 2.756 1.085 -0.596
H 1.174 0.543 -0.340
H 2.995 -0.808 -2.140
H 1.380 -1.202 -1.691
H 1.933 0.809 1.709
H 1.851 -0.959 1.490
H 2.694 -1.899 -0.780
H 3.397 -0.193 1.536
C -1.564 -0.827 0.865
C -2.014 0.441 -0.008
O -2.487 1.380 0.664
O -1.791 0.288 -1.224
H -0.511 -0.594 1.067
H -1.749 -1.725 0.278
H -2.041 -0.768 1.839
*
```

HOMO energy in eV: -3.6963



Record 7
Below is 2 unconnected molecules or ions with the total composition C5H11O2, with properties calculated with ωB97M-V/def2-TZVPD.

The geometry in ORCA input format:
```
! wB97M-V def2-TZVPD RIJCOSX def2/J DEFGRID3
* xyz -1 1
C 2.061 -0.283 1.520
C 1.513 0.115 0.149
C 1.095 -0.832 2.577
H 2.627 0.586 1.949
H 2.928 -0.968 1.365
H 2.250 -0.220 -0.585
H 0.622 -0.420 -0.161
H 0.777 -1.760 2.092
H 1.475 1.197 0.006
H 0.237 -0.150 2.467
H 1.505 -0.910 3.581
C -3.039 0.917 -2.180
C -1.751 0.010 -2.040
O -1.853 -1.169 -2.433
O -0.739 0.583 -1.556
H -2.954 1.123 -3.252
H -2.842 1.820 -1.618
H -3.910 0.362 -1.879
*
```

HOMO energy in eV: -3.8956



Record 8
Below is a gas-phase ion, C5H11O2 (charge -1), with properties calculated with ωB97M-V/def2-TZVPD.

The geometry in ORCA input format:
```
! wB97M-V def2-TZVPD RIJCOSX def2/J DEFGRID3
* xyz -1 1
O -1.629 0.813 -2.872
C -1.123 0.726 -1.622
C -0.483 -0.877 -1.171
C 0.800 -0.687 -0.492
C 0.803 0.397 0.497
C 0.503 -0.216 1.865
O -0.168 0.623 2.799
H -0.108 1.200 -1.504
H -1.796 1.067 -0.860
H -1.302 -1.314 -0.487
H -0.307 -1.213 -2.195
H 1.623 -0.450 -1.251
H 1.092 -1.677 -0.046
H 0.258 1.268 0.201
H 1.665 1.081 0.481
H 1.370 -0.678 2.338
H -0.218 -0.972 1.868
H -0.981 0.907 2.450
*
```

SMILES: [O-]CCCCCO
HOMO energy in eV: -2.1574



Record 9
Below is a gas-phase ion, C5H11O2 (charge -1), with properties calculated with ωB97M-V/def2-TZVPD.

The geometry in ORCA input format:
```
! wB97M-V def2-TZVPD RIJCOSX def2/J DEFGRID3
* xyz -1 1
O 0.400 -2.320 -2.376
C 0.339 -1.929 -1.096
C -0.528 -0.631 -0.852
C -0.884 -0.320 0.598
C 0.191 0.388 1.446
C 0.679 1.720 0.870
O -0.167 2.800 1.242
H -0.181 -2.685 -0.436
H 1.355 -1.659 -0.692
H 0.023 0.182 -1.339
H -1.410 -0.721 -1.490
H -1.217 -1.223 1.120
H -1.789 0.304 0.558
H 1.001 -0.312 1.538
H -0.240 0.651 2.415
H 0.846 1.663 -0.204
H 1.602 1.944 1.394
H -0.952 2.922 0.701
*
```

SMILES: [O-]CCCCCO
HOMO energy in eV: -2.1785



Record 10
Below is a gas-phase ion, C5H11O2 (charge -1), with properties calculated with ωB97M-V/def2-TZVPD.

The geometry in ORCA input format:
```
! wB97M-V def2-TZVPD RIJCOSX def2/J DEFGRID3
* xyz -1 1
O -1.962 1.115 -2.671
C -1.603 1.301 -1.430
C -0.107 0.654 -1.162
C 0.607 0.828 0.182
C 0.307 -0.248 1.194
C 1.149 -1.547 1.191
O 0.289 -2.683 1.126
H -1.538 2.364 -1.107
H -2.267 0.851 -0.604
H -0.099 -0.399 -1.455
H 0.441 1.178 -1.954
H 0.242 1.784 0.580
H 1.672 0.978 -0.117
H -0.780 -0.423 1.100
H 0.392 0.170 2.207
H 1.683 -1.595 2.148
H 1.895 -1.657 0.405
H -0.320 -2.670 0.368
*
```

SMILES: [O-]CCCCCO
HOMO energy in eV: -2.3100



Record 11
Below is 2 unconnected molecules or ions with the total composition C5H11O2, with properties calculated with ωB97M-V/def2-TZVPD.

The geometry in ORCA input format:
```
! wB97M-V def2-TZVPD RIJCOSX def2/J DEFGRID3
* xyz -1 1
C -0.821 2.270 1.461
C 0.621 2.393 1.980
O 1.140 3.361 1.403
O 0.951 1.758 3.008
H -1.457 1.564 1.919
H -0.612 1.912 0.442
H -1.468 3.149 1.593
C 0.285 -1.594 -0.449
C 0.487 -0.327 -1.302
C -0.322 -2.612 -1.320
H 1.259 -1.869 -0.004
H -0.281 -1.404 0.564
H 1.471 -0.347 -1.735
H 0.044 -3.665 -1.041
H -1.513 -2.429 -1.278
H 0.504 0.538 -0.709
H -0.274 -0.191 -2.170
H -0.014 -2.507 -2.363
*
```

HOMO energy in eV: -3.7300



Record 12
Below is a molecular structure, C5H11O2, with properties calculated with ωB97M-V/def2-TZVPD.

The geometry in ORCA input format:
```
! wB97M-V def2-TZVPD RIJCOSX def2/J DEFGRID3
* xyz -1 1
C 0.752 0.667 -0.730
O 0.268 1.846 -1.252
C -0.220 -0.538 -1.104
C 0.094 -1.726 -0.143
C -0.283 -1.308 1.260
C -1.377 -1.760 1.820
H 0.717 0.840 0.366
H 1.916 0.505 -0.764
H -1.166 -0.040 -0.769
H -0.281 -0.682 -2.156
H 1.134 -1.999 -0.238
H -0.525 -2.437 -0.504
H 0.573 -0.840 1.746
H -2.176 -2.193 1.379
H -1.627 -1.404 2.865
H 0.269 4.197 -0.450
H 0.793 2.918 -0.861
O 1.139 3.953 -0.466
*
```

HOMO energy in eV: -3.4274



Record 13
Below is 2 unconnected molecules or ions with the total composition C5H11O3, with properties calculated with ωB97M-V/def2-TZVPD.

The geometry in ORCA input format:
```
! wB97M-V def2-TZVPD RIJCOSX def2/J DEFGRID3
* xyz -1 1
O -0.448 1.191 -1.008
C 0.761 1.140 -0.657
O 1.642 2.002 -0.748
C 1.223 -0.162 0.210
C 0.034 -0.875 0.831
C -0.250 -0.135 2.163
C 0.212 -2.393 1.056
H 1.958 0.150 0.949
H 1.785 -0.758 -0.512
H -0.845 -0.801 0.168
H -0.982 -0.634 2.811
H -0.605 0.876 1.929
H 0.713 -0.007 2.694
H -0.113 -2.521 2.090
H 1.159 -2.783 0.640
H -0.398 -3.004 0.420
H -1.949 0.637 -2.298
H -2.395 -0.168 -1.129
O -2.479 -0.138 -2.077
*
```

HOMO energy in eV: -4.2132



Record 14
Below is 2 unconnected molecules or ions with the total composition C5H11O3, with properties calculated with ωB97M-V/def2-TZVPD.

The geometry in ORCA input format:
```
! wB97M-V def2-TZVPD RIJCOSX def2/J DEFGRID3
* xyz -1 1
C -1.154 0.681 2.611
C -0.933 1.234 1.193
O -1.927 1.286 0.438
O 0.259 1.565 0.906
H -0.377 1.020 3.281
H -1.096 -0.411 2.603
H -2.146 0.968 2.967
C 1.019 -1.056 -0.970
C -0.426 -1.601 -1.082
C 1.997 -1.813 -1.841
O 1.082 0.294 -1.360
H 1.274 -1.149 0.090
H -0.704 -2.142 -0.171
H 1.914 -1.547 -2.894
H 3.022 -1.631 -1.501
H 1.832 -2.877 -1.732
H 0.676 0.833 -0.629
H -0.626 -2.181 -1.977
H -1.056 -0.712 -1.131
*
```

HOMO energy in eV: -4.5062



Record 15
Below is 2 unconnected molecules or ions with the total composition C5H11O3, with properties calculated with ωB97M-V/def2-TZVPD.

The geometry in ORCA input format:
```
! wB97M-V def2-TZVPD RIJCOSX def2/J DEFGRID3
* xyz -1 1
C 0.226 -1.151 -0.565
C -1.286 -0.828 -0.458
C 0.419 -2.587 -0.863
O 0.732 -0.241 -1.544
H 0.776 -0.681 0.385
H -1.645 0.175 -0.124
H -0.131 -2.835 -1.782
H 1.517 -2.751 -1.060
H 0.074 -3.117 0.009
H 0.284 0.747 -1.287
H -1.612 -1.663 0.163
H -1.833 -0.933 -1.381
C 0.200 1.989 1.790
C 0.620 2.653 0.374
O 1.702 3.214 0.374
O -0.278 2.732 -0.483
H 0.891 2.099 2.577
H 0.133 0.847 1.523
H -0.789 2.331 2.352
*
```

HOMO energy in eV: -4.2927



Record 16
Below is a molecular structure, C5H11O3, with properties calculated with ωB97M-V/def2-TZVPD.

The geometry in ORCA input format:
```
! wB97M-V def2-TZVPD RIJCOSX def2/J DEFGRID3
* xyz -1 1
H -1.448 -1.514 0.320
O -1.248 -4.426 -1.175
C -1.933 -3.422 -0.972
C -2.065 -2.712 0.288
H -1.647 -3.258 1.143
H -2.553 -3.023 -1.810
H -3.109 -2.446 0.505
O -0.713 0.014 0.539
C -0.330 0.890 -0.445
C 0.684 1.933 0.009
O 1.920 1.325 0.307
C 2.891 2.233 0.750
H -1.184 1.472 -0.870
H 0.129 0.370 -1.325
H 0.822 2.691 -0.788
H 0.299 2.456 0.907
H 3.814 1.673 0.947
H 3.093 3.007 -0.012
H 2.575 2.739 1.680
*
```

HOMO energy in eV: -3.2880



Record 17
Below is 2 unconnected molecules or ions with the total composition C5H11O3, with properties calculated with ωB97M-V/def2-TZVPD.

The geometry in ORCA input format:
```
! wB97M-V def2-TZVPD RIJCOSX def2/J DEFGRID3
* xyz -1 1
C 0.274 -1.553 -0.730
O -0.571 -1.242 -1.858
C -0.547 -1.722 0.537
C -0.778 -0.348 1.204
C -1.153 0.823 0.316
C -0.338 1.910 0.069
O -0.665 2.990 -0.491
H 0.831 -2.420 -1.089
H 0.967 -0.720 -0.689
H -0.148 -2.544 1.133
H -1.549 -2.027 0.216
H -1.556 -0.370 1.973
H 0.165 -0.048 1.684
H -2.175 0.807 -0.054
H -1.035 -0.467 -1.596
H 0.672 1.775 0.512
H 2.337 0.976 -0.395
H 2.344 2.444 -0.252
O 2.926 1.737 -0.490
*
```

HOMO energy in eV: -2.7071



Record 18
Below is 2 unconnected molecules or ions with the total composition C5H11O3, with properties calculated with ωB97M-V/def2-TZVPD.

The geometry in ORCA input format:
```
! wB97M-V def2-TZVPD RIJCOSX def2/J DEFGRID3
* xyz -1 1
O 2.792 1.287 1.085
C 1.637 1.695 1.355
O 1.265 2.274 2.396
C 0.522 1.373 0.358
C -0.102 -0.003 0.726
C 0.232 -1.063 -0.295
C -0.459 -2.379 0.025
H -0.197 2.181 0.349
H 0.910 1.271 -0.657
H 0.394 -0.329 1.646
H -1.149 0.014 0.923
H -0.035 -0.631 -1.255
H 1.315 -1.199 -0.257
H 0.025 -2.861 0.878
H -0.511 -3.119 -0.777
H -1.513 -2.183 0.263
H -1.003 1.217 -1.858
H -2.498 1.065 -2.344
O -1.627 1.391 -2.561
*
```

HOMO energy in eV: -3.9492



Record 19
Below is 2 unconnected molecules or ions with the total composition C5H11O4, with properties calculated with ωB97M-V/def2-TZVPD.

The geometry in ORCA input format:
```
! wB97M-V def2-TZVPD RIJCOSX def2/J DEFGRID3
* xyz 0 2
H -2.883 -2.446 0.257
O -2.025 -2.121 -0.079
H -1.490 -2.002 0.728
C 0.927 -0.007 -0.010
C 0.856 -0.917 -1.178
O 1.092 -2.271 -0.718
C 0.291 1.278 0.167
C 0.700 2.129 1.391
O 1.093 2.514 0.090
C -1.137 1.402 -0.287
O 1.574 -0.513 1.033
H -0.131 -0.847 -1.671
H 1.676 -0.622 -1.880
H 0.713 -2.897 -1.353
H -0.090 2.731 1.827
H 1.483 1.748 2.048
H -1.792 0.815 0.373
H -1.478 2.438 -0.236
H -1.220 1.028 -1.316
H 1.840 -1.441 0.814
*
```

HOMO energy (spin up / spin down) in eV: -6.5750 / -9.9235



Record 20
Below is a single C5H11OP molecule, with properties calculated with ωB97M-V/def2-TZVPD.

The geometry in ORCA input format:
```
! wB97M-V def2-TZVPD RIJCOSX def2/J DEFGRID3
* xyz 0 1
C 3.256 -0.296 -0.178
C 2.179 -0.088 0.535
P 0.653 -1.170 0.360
C -0.771 0.000 0.619
C -0.653 1.375 -0.073
C -1.841 -0.841 -0.114
O -3.126 -0.388 0.186
H 4.215 0.202 -0.040
H 2.912 -1.000 -1.009
H 2.324 0.427 1.518
H 0.479 -1.109 -1.071
H -0.953 0.355 1.614
H -1.363 1.985 0.488
H -0.931 1.279 -1.238
H 0.312 1.801 0.035
H -1.843 -2.031 -0.012
H -1.537 -0.745 -1.127
H -3.312 0.243 -0.494
*
```

SMILES: C=CP[C@@H](C)CO
HOMO energy in eV: -8.7403



How do the records compare in E? In the order shown, they have -7395.0400, -9459.3195, -9456.2205, -9453.1001, -9457.1788, -9459.5468, -9459.2732, -9455.7180, -9457.4144, -9457.0992, -9458.5435, -9456.5550, -11507.3415, -11507.7850, -11506.0026, -11504.3183, -11505.7058, -11507.3518, -13550.1680, -16696.8246 eV.
How do the records compare in ΔE to the lowest compared entry with this formula, charge and spin? In the order shown, they have 244.16, 68.47, 367.48, 668.56, 275.02, 46.54, 72.94, 415.96, 252.28, 282.70, 143.35, 335.21, 70.04, 27.25, 199.22, 361.73, 227.86, 69.05, 0.00, 274.02 kJ/mol.